Below is C23H27F10MnN3O9P3S2 as an isolated structure at a distorted geometry, with properties calculated with ωB97M-V with the def2-TZVPD basis set.

- orbital gap (spin up / spin down) (Ha) = 0.316 / 0.317
- 2S+1 = 2
- HOMO (spin up / spin down) (eV) = -11.4 / -11.4
- M (g/mol) = 891.5
- LUMO (spin up / spin down) (eV) = -2.8 / -2.8
- charge = +1

Positions of all 78 atoms, in Å:
1 Mn -0.24 0.04 1.57
2 C 0.86 -2.55 2.66
3 N 1.33 -1.19 2.33
4 C 2.27 -1.22 1.18
5 C 1.62 -1.74 -0.10
6 N 0.26 -1.17 -0.27
7 C -0.76 -2.15 -0.45
8 C -1.86 -2.18 0.42
9 F -1.80 -1.39 1.53
10 C -2.93 -3.05 0.22
11 F -3.94 -3.07 1.08
12 C -2.91 -3.92 -0.87
13 F -3.92 -4.74 -1.08
14 C -1.80 -3.95 -1.71
15 F -1.74 -4.82 -2.71
16 C -0.73 -3.09 -1.49
17 F 0.35 -3.17 -2.25
18 C 2.05 -0.66 3.51
19 C 1.10 0.05 4.48
20 N 0.77 1.35 3.91
21 C 0.95 2.46 4.77
22 C 0.33 2.57 6.02
23 F -0.46 1.58 6.42
24 C 0.53 3.69 6.82
25 F -0.07 3.80 7.99
26 C 1.39 4.70 6.38
27 F 1.61 5.74 7.16
28 C 2.00 4.62 5.13
29 F 2.80 5.59 4.71
30 C 1.76 3.50 4.33
31 F 2.33 3.39 3.12
32 H 1.69 -3.19 2.96
33 H 0.35 -3.00 1.81
34 H 0.15 -2.50 3.49
35 H 3.14 -1.84 1.41
36 H 2.60 -0.19 1.01
37 H 1.56 -2.83 -0.08
38 H 2.26 -1.47 -0.95
39 H 2.79 0.07 3.18
40 H 2.57 -1.47 4.03
41 H 1.59 0.18 5.45
42 H 0.18 -0.53 4.64
43 O -2.83 2.02 2.81
44 P -1.45 2.68 3.13
45 O -1.41 3.60 4.25
46 O -0.59 1.26 3.36
47 O -0.88 3.27 1.79
48 P -0.58 2.36 0.43
49 O 0.91 1.77 0.88
50 O -0.55 3.18 -0.76
51 O -1.43 1.13 0.57
52 H -3.46 2.17 3.53
53 H 1.58 2.45 0.99
54 C -1.54 1.75 -3.81
55 C -0.23 1.90 -4.57
56 C -0.40 1.71 -6.07
57 O 0.81 1.02 -4.09
58 P 0.83 -0.41 -3.44
59 S 2.67 -1.08 -3.39
60 S -0.01 0.10 -1.51
61 O -0.34 -1.30 -4.07
62 C -0.20 -1.84 -5.42
63 C 0.59 -3.14 -5.38
64 C -1.60 -2.07 -5.96
65 H -2.28 2.43 -4.22
66 H -1.39 2.02 -2.76
67 H -1.92 0.73 -3.89
68 H 0.19 2.90 -4.39
69 H -0.92 0.78 -6.30
70 H 0.58 1.70 -6.55
71 H -0.98 2.53 -6.47
72 H 0.34 -1.10 -6.02
73 H 0.02 -3.90 -4.84
74 H 1.54 -3.00 -4.89
75 H 0.76 -3.49 -6.39
76 H -2.13 -2.81 -5.36
77 H -1.53 -2.44 -6.98
78 H -2.19 -1.15 -5.97

---

Below is a 2-piece molecular cluster, C4H5NO overall, with properties calculated with ωB97M-V with the def2-TZVPD basis set.

- orbital gap (Ha) = 0.397
- HOMO (eV) = -9.9
- structure (SMILES) = C#[N+][O-].C#CC
- M (g/mol) = 83.1
- LUMO (eV) = 0.9

Positions of all 11 atoms, in Å:
1 C -2.13 -0.34 0.28
2 N -2.58 0.25 -0.61
3 O -3.08 0.85 -1.53
4 H -1.52 -0.80 1.02
5 C 0.98 -0.72 1.62
6 C 1.22 -0.21 0.56
7 C 1.52 0.42 -0.73
8 H 0.78 -1.17 2.57
9 H 1.57 1.51 -0.63
10 H 2.49 0.07 -1.11
11 H 0.75 0.17 -1.47

---

Below is one molecule with the formula C11H11Cl2N3O2 at a distorted geometry, with properties calculated with ωB97M-V with the def2-TZVPD basis set.

- orbital gap (Ha) = 0.332
- HOMO (eV) = -8.4
- structure (SMILES) = COC(=O)NC1=N[C@@H](c2c(Cl)cccc2Cl)CN1
- M (g/mol) = 288.1
- LUMO (eV) = 0.7

Positions of all 29 atoms, in Å:
1 C 2.06 -4.20 -3.35
2 O 1.51 -3.85 -2.08
3 C 0.76 -2.71 -1.97
4 O 0.44 -1.98 -2.92
5 N 0.20 -2.48 -0.71
6 C -0.55 -1.38 -0.42
7 N -0.52 -0.95 0.79
8 C -1.31 0.29 0.87
9 C -0.67 1.53 1.60
10 C 0.64 1.99 1.23
11 Cl 1.64 1.16 0.05
12 C 1.17 3.14 1.79
13 C 0.49 3.84 2.79
14 C -0.75 3.37 3.26
15 C -1.33 2.26 2.64
16 Cl -2.95 1.89 3.15
17 C -1.67 0.64 -0.58
18 N -1.35 -0.60 -1.22
19 H 2.77 -3.41 -3.66
20 H 1.27 -4.34 -4.07
21 H 2.61 -5.15 -3.32
22 H 0.78 -2.85 0.05
23 H -2.24 0.00 1.36
24 H 2.13 3.46 1.40
25 H 0.93 4.75 3.16
26 H -1.26 3.85 4.06
27 H -1.02 1.41 -0.95
28 H -2.70 0.97 -0.74
29 H -1.08 -0.62 -2.20